Record 1
This record from the OMol25 dataset describes a molecular structure, C7H24Be2O9Ti at a distorted geometry. The level of theory is the ωB97M-V functional and the def2-TZVPD basis.

As for the spin multiplicity: 4. The calculation puts the highest occupied orbital energy (alpha / beta) at -17.4 / -17.4 eV. Its expectation value of S² is 3.84. The lowest unoccupied orbital energy (alpha / beta) comes out at -14.6 / -14.6 eV. As for the charge: +3.

Cartesian coordinates (Å):
Ti (8.578, -3.609, -18.378)
Be (12.192, -1.842, -17.780)
Be (11.085, -5.607, -16.330)
C (11.130, -4.326, -18.963)
O (10.842, -3.203, -19.431)
O (10.320, -5.203, -18.787)
O (12.161, -4.438, -18.258)
C (14.512, -6.699, -19.591)
O (14.241, -5.331, -19.756)
H (13.637, -7.348, -19.571)
H (15.190, -7.115, -20.337)
H (14.957, -6.897, -18.615)
H (13.457, -5.060, -19.272)
C (8.905, -7.733, -20.875)
O (9.269, -6.425, -21.217)
H (8.538, -8.412, -21.645)
H (9.727, -8.259, -20.388)
H (8.002, -7.585, -20.283)
H (9.506, -5.935, -20.427)
C (9.766, 0.318, -18.990)
O (11.140, 0.197, -19.106)
H (9.366, -0.691, -19.085)
H (9.430, 0.706, -18.028)
H (9.320, 0.975, -19.736)
H (11.438, 1.086, -19.313)
C (11.691, -1.577, -21.997)
O (10.376, -2.034, -21.713)
H (11.935, -0.601, -21.576)
H (12.440, -2.245, -21.574)
H (11.887, -1.453, -23.062)
H (10.544, -2.374, -20.832)
C (11.553, -8.512, -18.153)
O (11.558, -8.015, -16.837)
H (12.458, -9.104, -18.288)
H (10.755, -9.251, -18.224)
H (11.401, -7.806, -18.970)
H (11.521, -8.758, -16.231)
C (14.402, -5.955, -16.063)
O (13.350, -5.700, -15.165)
H (15.383, -5.742, -15.638)
H (14.489, -6.975, -16.440)
H (14.165, -5.250, -16.860)
H (13.602, -6.208, -14.390)

Mulliken population analysis, charges in e, atoms 1 to 6:
1 Ti 1.324
2 Be 1.092
3 Be 1.161
4 C 1.073
5 O -0.698
6 O -0.691

---

Record 2
This record from the OMol25 dataset describes a gas-phase ion, C10H20N3OS (charge +1) at a distorted geometry. The level of theory is the ωB97M-V functional and the def2-TZVPD basis.

As for the spin multiplicity: 3. The calculation puts the highest occupied orbital energy (alpha / beta) at -8.4 / -12.9 eV. Its expectation value of S² is 2.01. The lowest unoccupied orbital energy (alpha / beta) comes out at -2.5 / -6.1 eV. As for the charge: +1.

Cartesian coordinates (Å):
C (-0.175, 0.412, -0.708)
C (-1.011, 0.341, -1.743)
C (1.014, 1.308, -0.810)
C (-0.927, 1.115, -3.043)
C (0.946, 2.478, -1.876)
C (0.440, 1.753, -3.162)
C (-2.523, -0.658, 0.472)
C (2.328, -0.913, 3.569)
C (0.496, -1.724, 0.405)
C (1.741, -1.527, 1.355)
N (-2.651, -1.787, 1.150)
N (-2.862, 0.497, 1.069)
N (-0.389, -0.539, 0.392)
O (1.269, -1.080, 2.555)
S (-2.522, -0.638, -1.312)
H (1.268, 1.488, 0.228)
H (1.948, 0.867, -1.129)
H (-1.126, 0.400, -3.761)
H (-1.627, 1.831, -3.111)
H (0.209, 3.257, -1.694)
H (1.923, 2.970, -2.137)
H (0.990, 0.810, -3.368)
H (0.421, 2.416, -4.041)
H (2.442, -1.960, 3.838)
H (1.924, -0.237, 4.456)
H (3.192, -0.399, 2.979)
H (-0.047, -2.540, 1.005)
H (0.775, -1.798, -0.639)
H (2.259, -2.446, 1.632)
H (2.390, -0.655, 0.856)
H (-2.907, -1.903, 2.091)
H (-2.684, -2.597, 0.590)
H (-2.852, 0.442, 2.041)
H (-3.468, 1.114, 0.530)
H (-0.200, -0.096, 1.322)

Mulliken population analysis, charges in e, atoms 1 to 6:
1 C -0.936
2 C 0.994
3 C -0.892
4 C -1.003
5 C -0.871
6 C -0.742

---

Record 3
This record from the OMol25 dataset describes a gas-phase ion, C3H3BrN3 (charge +1) at a distorted geometry. The level of theory is the ωB97M-V functional and the def2-TZVPD basis.

The calculation puts the highest occupied orbital energy (alpha / beta) at -12.7 / -12.3 eV. The lowest unoccupied orbital energy (alpha / beta) comes out at -5.3 / -5.6 eV. As for the charge: +1.

Cartesian coordinates (Å):
C (-0.499, -2.041, 0.138)
C (1.951, 0.248, 0.810)
C (-0.317, 0.413, 0.018)
N (-0.520, -0.889, -0.099)
N (0.943, 0.665, 0.303)
N (-1.286, 1.315, -0.127)
Br (3.520, 0.162, -0.058)
H (-0.595, -3.177, 0.021)
H (-2.028, 0.939, -0.672)
H (-1.170, 2.366, -0.334)

Mulliken population analysis, charges in e, atoms 1 to 6:
1 C 0.108
2 C -0.020
3 C 0.388
4 N -0.107
5 N -0.047
6 N -0.415

---

Record 4
This record from the OMol25 dataset describes a molecular structure, C9H21ClI2N2OPSTl at a distorted geometry. The level of theory is the ωB97M-V functional and the def2-TZVPD basis.

The calculation puts the highest occupied orbital energy (alpha / beta) at -13.3 / -13.3 eV. The lowest unoccupied orbital energy (alpha / beta) comes out at -10.5 / -10.5 eV. As for the charge: +2.

Cartesian coordinates (Å):
I (-2.261, -2.308, -0.312)
I (-0.892, 1.249, -0.944)
Tl (2.292, -0.760, 0.983)
P (-0.071, 0.407, -3.037)
C (-1.424, 0.028, -4.141)
C (1.020, 1.637, -3.751)
H (1.721, -0.765, -1.963)
H (1.327, -1.448, -3.567)
H (0.234, -1.801, -2.155)
C (0.887, -1.054, -2.640)
H (1.915, 1.740, -3.116)
H (1.322, 1.335, -4.766)
H (-1.033, -0.346, -5.100)
H (-2.001, 0.940, -4.326)
H (0.482, 2.593, -3.798)
H (-2.077, -0.732, -3.694)
C (-3.906, -0.593, -0.238)
O (-4.721, 0.200, -0.332)
Cl (3.732, 0.225, -0.964)
C (2.633, -0.824, 4.502)
N (1.277, -1.369, 4.672)
C (1.167, -2.833, 4.792)
C (0.206, -0.701, 4.134)
S (0.418, 0.632, 3.096)
N (-1.027, -1.235, 4.396)
C (-1.336, -1.672, 5.769)
C (-2.175, -0.782, 3.604)
H (3.306, -1.393, 5.150)
H (2.675, 0.251, 4.729)
H (2.988, -0.952, 3.467)
H (0.918, -3.150, 5.815)
H (0.388, -3.236, 4.122)
H (2.135, -3.272, 4.530)
H (-2.262, -1.184, 6.105)
H (-1.473, -2.765, 5.788)
H (-0.537, -1.416, 6.473)
H (-2.359, 0.291, 3.766)
H (-2.018, -0.955, 2.528)
H (-3.037, -1.370, 3.942)

Mulliken population analysis, charges in e, atoms 1 to 6:
1 I 0.406
2 I 0.034
3 Tl 0.724
4 P 0.781
5 C -0.964
6 C -1.043

---

Record 5
This record from the OMol25 dataset describes 2 unconnected molecules or ions with the total composition C6H16 at a distorted geometry. The level of theory is the ωB97M-V functional and the def2-TZVPD basis.

The calculation puts the highest occupied orbital energy at -11.0 eV. As for the structure (SMILES): CC(C)C.CC. The lowest unoccupied orbital energy comes out at 1.0 eV.

Cartesian coordinates (Å):
C (0.113, -1.591, -1.510)
C (1.112, -2.589, -0.866)
C (-1.088, -1.441, -0.590)
C (0.782, -0.269, -1.879)
H (-0.197, -2.102, -2.426)
H (0.884, -3.641, -0.937)
H (-1.547, -2.375, -0.237)
H (-0.781, -1.027, 0.375)
H (-1.903, -0.971, -1.142)
H (1.202, -0.265, -2.886)
H (0.122, 0.575, -1.695)
H (1.717, -0.145, -1.316)
H (1.284, -2.248, 0.158)
H (2.109, -2.442, -1.301)
C (0.168, 3.046, 1.920)
C (-1.098, 2.471, 2.577)
H (0.413, 2.627, 0.949)
H (0.326, 4.129, 1.974)
H (1.066, 2.824, 2.520)
H (-0.924, 2.318, 3.641)
H (-1.423, 1.718, 1.871)
H (-1.882, 3.233, 2.679)

Mulliken population analysis, charges in e, atoms 1 to 6:
1 C 0.903
2 C -1.503
3 C -1.439
4 C -1.353
5 H 0.200
6 H 0.374

---

Record 6
This record from the OMol25 dataset describes C3H5N3 in the gas phase. The level of theory is the ωB97M-V functional and the def2-TZVPD basis.

The calculation puts the highest occupied orbital energy at -9.7 eV. As for the structure (SMILES): Cn1ccnn1. The lowest unoccupied orbital energy comes out at 0.8 eV.

Cartesian coordinates (Å):
C (-1.665, -0.122, 0.061)
N (-0.217, -0.216, 0.006)
C (0.697, 0.779, 0.029)
C (1.900, 0.127, -0.056)
N (1.660, -1.207, -0.141)
N (0.380, -1.409, -0.102)
H (-2.094, -0.507, -0.865)
H (-2.029, -0.706, 0.908)
H (-1.960, 0.925, 0.184)
H (0.420, 1.823, 0.072)
H (2.908, 0.513, -0.094)

Mulliken population analysis, charges in e, atoms 1 to 6:
1 C -0.688
2 N 0.556
3 C 0.194
4 C -0.662
5 N -0.362
6 N -0.558

---

Record 7
This record from the OMol25 dataset describes 2 unconnected molecules or ions with the total composition C9H13NO at a distorted geometry. The level of theory is the ωB97M-V functional and the def2-TZVPD basis.

As for the spin multiplicity: 2. The calculation puts the highest occupied orbital energy (alpha / beta) at -12.8 / -12.8 eV. Its expectation value of S² is 0.77. The lowest unoccupied orbital energy (alpha / beta) comes out at -4.8 / -8.7 eV. As for the charge: +1.

Cartesian coordinates (Å):
C (0.003, -0.235, -2.928)
C (1.494, -0.627, -2.829)
O (2.027, -1.355, -3.618)
N (2.019, -0.365, -1.573)
H (-0.186, -0.357, -3.994)
H (-0.234, 0.694, -2.452)
H (3.026, -0.336, -1.495)
H (1.548, 0.271, -0.960)
H (-0.551, -1.027, -2.431)
C (0.848, 0.920, 3.010)
C (-1.833, -1.155, 1.272)
C (-2.030, -0.458, 0.096)
C (-0.891, -0.628, 2.192)
C (-0.139, 0.572, 1.916)
C (-1.234, 0.657, -0.247)
C (-0.226, 1.081, 0.665)
H (-2.574, -1.906, 1.513)
H (-2.809, -0.827, -0.557)
H (-0.869, -1.075, 3.170)
H (-1.244, 1.355, -1.072)
H (0.756, 0.284, 3.888)
H (0.728, 1.946, 3.365)
H (0.515, 1.826, 0.409)
H (1.857, 0.745, 2.661)

Mulliken population analysis, charges in e, atoms 1 to 6:
1 C -0.807
2 C 0.570
3 O -0.544
4 N -0.326
5 H 0.342
6 H 0.313

---

Record 8
This record from the OMol25 dataset describes C8H12Br2Si in the gas phase at a distorted geometry. The level of theory is the ωB97M-V functional and the def2-TZVPD basis.

The calculation puts the highest occupied orbital energy at -9.0 eV. As for the structure (SMILES): C[Si]1(C)CC=C(Br)[C@H]2C[C@]21Br. The lowest unoccupied orbital energy comes out at 0.7 eV.

Cartesian coordinates (Å):
C (-0.855, -1.237, 1.658)
C (-0.746, -1.827, 0.275)
C (0.032, 1.252, 1.526)
C (-0.546, -0.009, 2.081)
C (1.492, 1.359, 1.151)
C (0.465, 1.486, 0.081)
C (1.511, -0.817, -1.795)
C (-1.463, 0.245, -1.991)
Si (-0.044, -0.264, -0.835)
Br (-0.879, 0.277, 3.985)
Br (0.070, 3.201, -0.702)
H (-1.251, -1.917, 2.406)
H (-1.719, -2.154, -0.065)
H (-0.353, 2.120, 2.053)
H (2.035, 2.235, 1.477)
H (2.089, 0.457, 1.160)
H (2.402, -0.271, -1.499)
H (1.720, -1.877, -1.687)
H (1.357, -0.627, -2.853)
H (-2.349, 0.560, -1.448)
H (-1.169, 1.065, -2.639)
H (-1.741, -0.590, -2.626)
H (-0.060, -2.668, 0.287)

Mulliken population analysis, charges in e, atoms 1 to 6:
1 C -0.476
2 C -0.863
3 C -0.502
4 C 0.223
5 C -0.636
6 C 0.241

---

no.,calculated total energy (Ha)
1,-1835.70306
2,-1030.25575
3,-2853.96033
4,-2507.25613
5,-238.15875
6,-281.54562
7,-480.39129
8,-5749.51209